Entry 1:
ORCA calculation (the ωB97M-V functional and the def2-TZVPD basis) on a 8-piece molecular cluster, C60H69NO7S2 overall at a distorted geometry.

## Properties
* total charge: 0
* molar mass: 980.3 g mol⁻¹
* E: -100830.3777 eV
* orbital gap: 8.136 eV

Positions of all 139 atoms, in Å:
C 2.226 -0.118 1.512
C 1.543 1.015 1.514
C 1.012 1.688 0.278
C 0.029 0.813 -0.526
C -0.148 1.495 -1.884
C 0.992 1.234 -2.903
C 1.955 0.096 -2.602
C 2.781 -0.370 -3.811
C 1.976 -0.902 -4.990
N 1.789 -2.347 -4.962
C 1.718 -3.092 -6.109
C 1.495 -4.416 -5.772
C 1.428 -4.463 -4.359
C 1.607 -3.175 -3.882
O -1.444 1.306 -2.539
S -2.052 -0.170 -2.738
O -0.964 -1.117 -2.706
O -2.875 -0.351 -1.314
C -2.067 -0.564 -0.162
C -3.071 -0.986 0.939
S -2.801 -2.706 1.288
O -1.563 -2.827 2.011
O -2.942 -3.474 0.085
C -1.273 0.673 0.289
C -2.127 1.946 0.289
C -2.936 2.078 1.550
O -2.460 2.155 2.633
O -4.270 2.098 1.408
H 2.603 -0.502 2.445
H 2.373 -0.658 0.587
H 1.373 1.517 2.458
H 0.538 2.635 0.523
H 1.861 1.933 -0.362
H 0.430 -0.189 -0.595
H -0.138 2.560 -1.668
H 0.520 1.084 -3.869
H 1.569 2.151 -3.013
H 1.464 -0.780 -2.189
H 2.686 0.418 -1.860
H 3.437 0.439 -4.123
H 3.412 -1.180 -3.451
H 2.521 -0.683 -5.904
H 1.002 -0.425 -5.093
H 1.816 -2.645 -7.082
H 1.385 -5.223 -6.472
H 1.251 -5.349 -3.776
H 1.598 -2.806 -2.876
H -1.365 -1.386 -0.293
H -2.915 -0.470 1.880
H -4.090 -0.903 0.569
H -3.804 -3.022 2.144
H -0.986 0.459 1.317
H -1.533 2.845 0.160
H -2.813 1.929 -0.555
H -4.507 1.907 0.493
C -6.030 -1.629 -1.906
C -7.066 -2.422 -2.377
C -8.378 -1.976 -2.289
C -8.655 -0.734 -1.735
C -7.620 0.061 -1.264
C -6.308 -0.388 -1.346
H -5.006 -1.976 -1.970
H -6.851 -3.388 -2.813
H -9.186 -2.597 -2.654
H -9.677 -0.385 -1.670
H -7.838 1.029 -0.831
H -5.497 0.230 -0.978
C 6.634 -4.411 1.872
C 5.638 -5.175 1.281
C 4.312 -4.772 1.362
C 3.983 -3.600 2.028
C 4.980 -2.835 2.618
C 6.305 -3.241 2.543
H 7.668 -4.727 1.810
H 5.895 -6.086 0.755
H 3.535 -5.369 0.904
H 2.949 -3.284 2.086
H 4.726 -1.918 3.135
H 7.082 -2.645 3.006
C 6.202 -0.511 -0.152
C 5.323 0.411 -0.701
C 5.607 0.997 -1.927
C 6.769 0.660 -2.607
C 7.648 -0.263 -2.056
C 7.366 -0.847 -0.828
H 5.979 -0.971 0.801
H 4.413 0.669 -0.173
H 4.918 1.716 -2.354
H 6.988 1.112 -3.566
H 8.554 -0.530 -2.585
H 8.054 -1.565 -0.399
C -6.623 -1.529 5.311
C -5.924 -0.479 4.731
C -6.215 -0.088 3.431
C -7.205 -0.745 2.711
C -7.905 -1.793 3.293
C -7.612 -2.186 4.592
H -6.397 -1.835 6.324
H -5.153 0.034 5.290
H -5.666 0.728 2.976
H -7.432 -0.439 1.697
H -8.678 -2.304 2.734
H -8.155 -3.006 5.044
C 0.299 5.196 4.622
C -0.725 4.417 4.098
C -2.037 4.865 4.153
C -2.322 6.096 4.730
C -1.299 6.876 5.252
C 0.013 6.424 5.200
H 1.322 4.843 4.581
H -0.506 3.458 3.648
H -2.834 4.256 3.754
H -3.344 6.449 4.773
H -1.523 7.835 5.701
H 0.811 7.030 5.611
C -8.402 4.836 -1.086
C -9.191 5.591 -0.230
C -8.913 5.618 1.129
C -7.842 4.894 1.634
C -7.051 4.139 0.779
C -7.332 4.109 -0.580
H -8.618 4.814 -2.146
H -10.024 6.159 -0.624
H -9.532 6.204 1.796
H -7.623 4.917 2.694
H -6.217 3.578 1.178
H -6.717 3.521 -1.251
C 12.451 -3.763 -1.236
C 12.264 -3.107 -0.028
C 11.641 -1.867 0.000
C 11.200 -1.287 -1.181
C 11.385 -1.944 -2.389
C 12.013 -3.182 -2.417
H 12.939 -4.729 -1.258
H 12.605 -3.562 0.894
H 11.499 -1.353 0.941
H 10.710 -0.321 -1.159
H 11.039 -1.493 -3.311
H 12.161 -3.693 -3.360



Entry 2:
ORCA calculation (the ωB97M-V functional and the def2-TZVPD basis) on C16H13N3O as an isolated structure at a distorted geometry.

## Properties
* total charge: 0
* molar mass: 263.3 g mol⁻¹
* E: -23306.0527 eV
* orbital gap: 6.437 eV

Positions of all 33 atoms, in Å:
C 1.025 2.751 2.211
C 1.604 1.543 2.661
C 2.316 1.496 3.852
C 2.828 0.457 4.518
C 2.732 -0.559 3.833
C 2.068 -0.783 2.765
C 1.458 0.352 2.294
N 1.023 0.413 0.844
N 1.024 -0.681 0.213
C 0.147 -0.791 -0.943
C 0.748 -1.942 -1.818
C 0.114 -2.022 -3.010
C -1.267 -1.128 -3.353
C -1.704 -0.475 -2.400
N -2.794 0.327 -2.779
C -3.419 1.098 -1.779
C -2.916 1.551 -0.649
C -1.672 0.828 -0.226
C -0.979 -0.175 -1.322
H -1.164 0.938 0.711
H -3.161 2.252 -0.044
H -4.258 1.464 -2.069
O -1.867 -1.657 -4.444
H -2.725 -1.080 -4.285
H 0.559 -2.743 -3.890
H 1.502 -2.343 -1.699
H 1.911 -1.610 2.156
H 3.253 -1.801 4.252
H 3.308 0.445 5.661
H 2.337 2.500 4.565
H 1.148 2.680 1.068
H 1.774 3.777 2.463
H 0.084 2.900 2.561



Entry 3:
ORCA calculation (the ωB97M-V functional and the def2-TZVPD basis) on a 3-piece molecular cluster, C3H9N3O overall at a distorted geometry.

## Properties
* total charge: 0
* molar mass: 103.1 g mol⁻¹
* E: -9767.7238 eV
* orbital gap (spin up / spin down): 8.273 / 8.275 eV

Positions of all 16 atoms, in Å:
C -0.241 1.211 -1.795
N -0.529 0.346 -0.683
N -1.887 0.246 -0.370
H 0.223 -0.504 -0.237
H -2.168 1.010 0.250
H -2.035 -0.627 0.127
H -0.564 0.762 -2.739
H -0.749 2.179 -1.694
H 0.835 1.391 -1.837
C 1.140 -1.032 0.818
C 0.719 -1.871 1.763
N 0.588 0.889 0.961
O 1.470 1.598 0.671
H 2.151 -1.122 0.414
H -0.240 -1.736 2.257
H 1.286 -2.739 2.094



Entry 4:
ORCA calculation (the ωB97M-V functional and the def2-TZVPD basis) on a single C4H7NO2 molecule at a distorted geometry.

## Properties
* total charge: 0
* molar mass: 101.1 g mol⁻¹
* E: -9845.3645 eV
* SMILES: O[C@@H]1CN=COC1
* orbital gap: 10.469 eV

Positions of all 14 atoms, in Å:
O -1.093 -0.552 1.275
C -0.966 0.082 0.006
C -0.167 1.378 0.221
O 1.206 1.107 0.521
C 1.705 -0.063 0.067
N 1.161 -0.975 -0.631
C -0.275 -0.953 -0.900
H -0.293 -1.088 1.383
H -1.973 0.355 -0.322
H -0.216 2.076 -0.625
H -0.563 1.874 1.116
H 2.728 -0.184 0.436
H -0.565 -1.121 -1.941
H -0.690 -1.935 -0.606



Question: Which value of E does entry 2 give?
Answer: -23306.0527 eV